Below is a structure of composition C59H118AsF12N2O24, with properties calculated with wB97M-V/def2-TZVPD.

Calculated values
LUMO energy = 1.477 eV
orbital gap = 7.11 eV
2S+1 = 1
energy relative to the best compared isomer or geometry (same formula, charge and spin) = 8.9 kcal per mole
energy = -7668.47427 Eh
net charge = -1

Each line ends with the Mulliken charge.
Element x y z (Å)
H -5.52014 21.17258 20.97812  -0.12
C 1.94108 16.85208 19.32614  -0.03
H -3.73724 14.86089 15.28936  -0.16
H -9.56282 23.07808 19.07724  0.22
H -4.92730 13.54586 14.99774  0.58
C -4.28858 18.39413 24.44176  -0.93
H -0.05293 13.96580 18.46201  0.21
C 0.02171 20.08143 11.65874  -1.46
H 0.76355 14.69459 16.04128  0.40
C 0.87029 22.59515 23.50629  -1.93
H -5.60170 16.13529 10.24930  0.51
C -5.10589 16.93139 10.79515  -0.70
C -1.27370 20.84745 17.72454  0.17
C -8.41897 19.67484 19.59443  -0.24
C -3.85540 16.45337 11.56176  0.80
H -1.03268 17.70583 15.07306  -0.43
H 1.44418 23.38250 23.03874  0.50
C -10.58006 20.60021 10.65416  -0.73
H -6.68179 15.75715 20.93937  0.34
O -5.32516 16.16359 16.98600  0.40
C -0.41147 19.18414 12.73823  1.48
H 1.16701 21.24653 21.78223  0.90
H -7.76622 16.22972 15.16878  0.35
H -4.82750 17.73737 10.10035  0.19
H -1.14989 25.72730 18.84409  0.15
H 4.20410 19.33464 22.67440  0.45
O -1.32379 14.56528 14.34362  -0.70
C -10.57501 19.35214 12.73499  -0.71
H -3.08133 23.80182 13.27773  0.39
C -4.79950 14.55000 15.40049  -0.33
O -6.15095 20.36611 11.85699  -0.84
O -1.14154 17.09947 23.58880  -0.40
H -4.87630 20.05273 23.02104  -0.13
O -2.89861 18.27176 24.24963  -0.29
H -3.29629 14.55272 10.73169  0.39
C -4.96381 18.96008 23.20731  0.48
H -8.95032 19.09251 10.60517  0.57
H -10.89292 20.19874 9.67454  0.40
O 1.39300 23.78405 20.61298  -0.61
H -5.92361 17.21668 11.43464  -0.05
H -5.95080 20.42680 19.37993  -0.69
C -2.07143 18.64294 18.40053  1.92
O -3.10927 24.30316 22.62857  -0.40
H -0.74396 18.19779 12.41971  0.37
C -8.80994 21.14521 13.23893  -0.67
H 3.39481 20.62179 21.87400  0.41
F -4.80475 23.13234 16.30800  -0.41
C -2.51000 14.42389 20.18740  -0.69
O -5.45397 17.94007 18.33607  -0.26
H -2.91172 26.69771 20.31312  0.30
C -7.55537 20.26900 20.69243  0.11
H -6.51355 17.25398 14.40326  -0.04
O -3.59648 22.07887 22.31988  -0.28
C -5.01361 20.79089 11.48629  -0.16
F 0.94412 16.21960 18.51133  0.07
F -3.63853 25.24723 15.78219  -0.54
C -0.86561 15.60710 14.80958  -0.10
H -7.71399 21.38466 13.10944  0.04
H -8.26115 20.73742 10.78269  0.06
H -7.85250 18.91024 19.04407  -0.05
C 3.25121 19.85610 22.59445  -1.86
H -11.65385 21.17444 12.38475  0.32
F -4.51182 23.50230 18.59773  -0.46
H -3.78603 20.69158 19.77814  -0.94
H -4.89196 16.11456 21.09030  -0.04
H -3.34660 13.79251 19.86995  0.39
C -5.46073 16.74464 18.16877  0.02
F -2.58765 23.55430 17.20513  -0.53
H -7.62213 16.26182 13.36670  0.37
H 0.67161 19.54500 10.94719  0.36
H -2.39261 21.76908 19.54587  -0.86
H -10.61574 21.67438 10.47221  0.34
F 2.40118 15.84875 20.06087  -0.36
H -4.55872 19.72569 13.99744  0.06
H 1.43270 22.06857 24.29452  0.35
C 0.24284 23.45860 20.67070  0.38
H -3.06958 14.65792 12.47546  0.12
C -9.76324 23.39786 18.05001  -1.20
H -8.34935 17.96574 12.10818  0.57
H -7.06894 22.06791 17.41581  -0.35
H -6.05229 18.80009 23.25382  0.46
H -4.46085 19.79413 17.73784  -0.97
H -9.27410 19.26590 20.08267  0.47
O -7.92137 20.26197 21.87600  -0.68
C -0.59070 16.04966 22.90914  -0.24
H 2.47180 20.96353 16.15594  0.33
C -9.25822 22.25148 17.12614  0.57
H -2.83780 15.34398 20.68085  -0.50
H -4.60986 14.32567 17.53267  0.01
H -4.71118 14.49873 11.82155  0.38
H -2.83112 18.05626 17.85522  -0.38
H -7.21753 19.18661 12.71161  -0.17
H -1.17571 19.70283 13.26947  -0.91
C -2.98403 21.88694 12.18929  0.28
H -2.50685 21.91480 25.80302  0.39
H -5.98016 17.43612 20.52109  -0.16
H 2.14893 19.57506 17.26665  -0.03
N -9.15741 19.86183 12.51714  0.78
C -2.48785 17.18807 23.60463  1.02
C -3.06315 26.25710 21.29250  -1.51
C -8.41095 18.11640 14.24022  -0.33
H -2.57377 20.91029 12.41439  -0.40
H -0.38861 21.07150 22.63879  -0.65
H -2.49933 17.03611 14.42510  0.12
H 1.25888 15.73194 14.73762  0.52
C -5.83361 16.36892 20.55014  -0.01
H -2.08027 19.79305 21.49832  0.84
H -0.00521 23.13364 23.88182  0.34
H -2.57428 20.07793 15.33180  -0.30
H -1.22617 12.72683 18.52553  0.50
H -9.07729 20.93519 14.28738  0.36
C -11.45526 20.23207 11.85950  -0.81
C -2.54480 22.84447 13.29188  -0.89
H 0.54599 20.93556 12.06112  0.38
H -3.37126 18.66789 15.96451  -1.63
C 1.04205 19.63318 14.60497  0.98
C 0.40095 21.73908 22.33475  0.20
H -9.46975 17.87729 14.28175  0.66
O 2.55363 18.49628 20.86314  -0.50
H 2.25335 18.00813 22.91907  0.18
H -10.83782 23.47727 17.84211  0.37
C -8.19188 18.73963 12.84640  -0.25
H -1.33903 21.94016 17.81387  -0.69
H -0.58513 16.16757 21.80071  -0.24
N -2.44987 20.12101 18.20434  1.41
H -7.50662 23.25368 16.24469  0.69
C -0.27211 25.14906 19.05577  -0.95
C 0.54235 15.63236 15.53636  -1.13
C -3.72210 14.96170 11.67255  -1.29
F -4.97257 19.99699 9.26235  -0.34
H -3.19848 18.08238 20.09213  -0.58
H 0.50920 25.69792 19.56515  0.42
H -10.55497 18.29831 12.43448  0.42
H -7.64312 21.58998 15.84203  -0.59
H -4.70360 18.40619 22.29597  -0.58
H -8.65897 20.42403 18.86610  -0.39
C -7.83840 22.31339 16.63737  0.52
C 1.36553 18.02233 20.07626  1.29
H -3.85482 21.37211 17.26987  -0.35
H -1.08994 18.39949 17.97912  -1.14
F -5.57700 25.29218 17.39411  -0.54
F -4.04734 21.96184 9.49000  -0.29
H -3.80046 26.88431 21.84027  0.36
O -5.66840 15.82714 19.15787  -0.53
O -3.17117 16.34860 23.05996  -0.67
C -3.46845 19.73711 15.84903  2.76
H -4.19478 20.09819 11.50445  -0.10
C -2.17482 18.38246 19.89826  1.85
H -1.86605 13.77632 20.73912  0.51
H -9.20073 24.24519 17.75123  0.39
H -5.57204 19.51192 15.46758  -0.39
H -5.28619 15.25677 14.72383  -0.25
O 0.46043 20.71641 14.80675  -0.68
C -4.69132 20.04846 15.03208  -0.79
H -8.09732 18.79092 15.03328  0.00
H -2.54474 22.23908 11.28786  0.78
H -2.04162 16.70242 16.12578  -0.31
H -9.46694 21.98600 12.83561  0.36
H -4.52515 24.58370 21.12317  0.44
C -2.71103 20.66948 19.59262  1.39
C -3.48303 24.77664 21.29767  1.05
H -0.81083 20.49476 11.09250  0.29
H 2.89878 20.37154 23.49000  0.36
F 2.87659 17.18753 18.50374  -0.28
O -0.69237 24.07142 19.91846  0.30
As -4.09933 24.36957 17.24053  1.81
C -1.84779 19.71557 20.45995  0.00
C -1.08940 13.76188 18.18678  -1.45
H 3.71975 19.78767 16.34826  0.33
H -2.93850 24.26010 20.52988  -0.81
O -2.45690 22.94346 24.11266  -0.43
H -4.47570 18.98538 25.37610  0.33
H -4.54267 17.33557 24.62161  0.49
H -0.48288 20.55348 18.41583  0.39
H -1.49136 23.03180 13.17446  0.49
H 0.68357 17.60129 20.81579  -0.66
C -1.68328 16.83134 15.08781  1.77
H -1.12824 15.14308 23.17967  0.46
O -0.37032 22.53301 21.35430  0.52
C 2.21133 18.84428 22.21693  0.99
O -4.42913 21.90713 12.18841  -0.49
O 2.13355 19.15699 15.23081  -0.41
H -1.46289 17.61870 20.17330  -1.08
O 0.77995 18.95534 19.39277  -0.60
H 1.14558 19.12714 22.32423  -0.40
O -2.38832 15.77706 18.32890  0.16
C -6.27919 21.00617 20.23410  1.24
H -10.72822 19.40899 13.84505  0.37
F -6.18140 21.79613 9.55017  -0.30
H -3.48825 21.20283 24.51495  0.12
H -6.32405 14.41121 16.94295  0.35
O 0.64310 18.76101 13.72420  -0.52
C -5.05794 21.21619 9.97825  0.77
H -1.09358 20.58883 16.73455  -0.13
H -2.08156 26.31298 21.79223  0.29
C -3.07531 23.04526 22.91488  0.67
O -2.97774 17.18884 11.93907  -0.33
H -1.10697 13.75985 17.10203  0.19
H 0.58990 16.47396 16.21892  -0.15
C -7.52699 16.87391 14.27986  -0.79
C 2.65836 19.89376 16.34792  -0.45
H -4.84608 21.12433 14.98323  0.36
H -6.62566 21.97949 19.83763  0.30
C -2.51056 21.67528 24.74610  -0.54
C -3.60087 20.30196 17.27418  1.23
H -1.73247 21.01342 24.35245  0.11
C -2.00342 14.76475 18.88493  0.72
C -9.12498 20.08682 10.99691  -0.50
H -0.79112 19.89418 20.29730  -0.85
F -3.33238 25.61556 18.13842  -0.54
H 0.43289 16.08814 23.25177  0.25
O -10.03687 21.33573 16.89363  -0.61
C -5.27171 14.74582 16.82667  -0.14
H 0.16426 24.74683 18.14379  0.23
H -2.82435 22.34874 14.24529  -0.33
H -12.36350 19.73073 11.58753  0.44